Molecular formula: C21H14CaN4OS3
Method: DFT, ωB97M-V/def2-TZVPD

2S+1: 1
Energy relative to the best compared isomer or geometry (same formula, charge and spin) in eV: 0.000
HOMO-LUMO gap in eV: 4.907
Strongest force on any atom in eV/A: 0.3
Net charge: 0
E_tot in eV: -80960.0443

Element x y z (Å)
Ca (0.28, -2.27, -5.56)
C (0.43, 2.36, 7.81)
O (-0.23, 2.99, 6.72)
C (-0.14, 2.41, 5.50)
C (-0.80, 3.07, 4.47)
C (-0.77, 2.55, 3.19)
C (-0.07, 1.37, 2.91)
C (0.59, 0.73, 3.95)
C (0.56, 1.24, 5.24)
C (-0.01, 0.79, 1.57)
N (0.58, -0.34, 1.26)
C (0.39, -0.49, -0.08)
C (-0.33, 0.56, -0.60)
N (-0.59, 1.38, 0.47)
C (-0.69, 0.66, -1.98)
C (-1.44, 1.70, -2.55)
C (-1.73, 1.67, -3.89)
C (-1.26, 0.60, -4.65)
N (-0.55, -0.39, -4.14)
C (-0.26, -0.38, -2.82)
C (0.50, -1.51, -2.29)
N (0.87, -2.48, -3.14)
C (1.53, -3.53, -2.68)
C (1.88, -3.67, -1.33)
C (1.53, -2.68, -0.45)
C (0.82, -1.57, -0.92)
H (0.23, 2.98, 8.68)
H (1.50, 2.31, 7.64)
H (0.03, 1.36, 7.98)
H (-1.34, 3.98, 4.69)
H (-1.30, 3.08, 2.41)
H (1.13, -0.18, 3.74)
H (1.08, 0.71, 6.03)
H (-1.09, 2.25, 0.46)
H (-1.80, 2.52, -1.93)
H (-2.32, 2.45, -4.36)
H (-1.48, 0.53, -5.71)
H (1.78, -4.30, -3.40)
H (2.42, -4.55, -1.02)
H (1.78, -2.74, 0.60)
S (-0.84, -4.66, -9.31)
C (-0.43, -3.81, -7.98)
S (0.54, -4.59, -6.70)
S (-0.98, -2.11, -7.83)